The following is a DFT calculation (the ωB97M-V functional and the def2-TZVPD basis) of the molecule C6H6O3S at a distorted geometry.

The geometry in XYZ format:
```
16
Properties=species:S:1:pos:R:3
C -1.52120 1.02203 -0.16091
C -1.47821 -0.35169 -0.09884
C -0.26436 1.74632 -0.16104
C 1.05416 1.16098 0.46453
C -0.17132 -1.15587 -0.05427
C 1.04650 -0.26332 0.12733
O -0.11759 2.86823 -0.56726
O 0.05258 -2.25455 -0.79989
O 2.15261 -0.68498 -0.38124
S -0.37520 -1.45418 1.83715
H -2.43787 1.48640 -0.20432
H -2.39113 -0.94214 0.07304
H 2.01158 1.63231 -0.03720
H 1.08150 1.60877 1.47530
H -0.70352 -2.80822 -0.78446
H 2.06148 -1.61010 -0.72792
```

Values from the calculation:
Energy relative to the best compared isomer or geometry (same formula, charge and spin) ... 0.7843 eV
Gap between HOMO and LUMO (spin up / spin down) ... 6.0 / 6.8 eV
Total charge ... 0
E_LUMO (spin up / spin down) ... -0.005 / -0.089 Eh
Molecular weight ... 158.2 g mol⁻¹
2S+1 ... 3

Atomic partial charges in e from the natural (NBO) method, atoms 1 to 8:
1 C -0.25
2 C -0.19
3 C 0.53
4 C -0.54
5 C 0.09
6 C 0.26
7 O -0.52
8 O -0.69

---

The following is a DFT calculation (the ωB97M-V functional and the def2-TZVPD basis) of a structure of composition C18H19Cl3CrN5OS3 at a distorted geometry.

The geometry in XYZ format:
```
50
Properties=species:S:1:pos:R:3
Cr 0.40655 -0.32883 0.30707
C 0.09312 1.76099 -3.23851
C 0.66090 0.35088 -3.29353
S 0.05714 -0.87119 -2.10921
C -1.73996 -0.93395 -2.31780
C -2.62140 0.21125 -1.80148
S -2.24478 0.82674 -0.13528
C -2.31952 2.61542 -0.36726
C -1.43224 3.25743 -1.44033
S 0.24194 2.58270 -1.62719
H 0.62445 2.36499 -3.97354
H -0.95462 1.75578 -3.52339
H 0.49106 -0.07192 -4.28418
H 1.74098 0.36694 -3.13721
H -1.91675 -1.07089 -3.38545
H -2.00752 -1.86323 -1.81675
H -2.60029 1.06081 -2.47924
H -3.64343 -0.16530 -1.79090
H -3.35414 2.91118 -0.54401
H -2.04809 3.00044 0.61818
H -1.90561 3.20642 -2.41867
H -1.32173 4.31678 -1.21320
N 0.56579 2.76639 3.45403
C -0.23617 1.83101 2.93655
N 0.40769 1.20589 1.97471
C 1.62548 1.81986 1.96127
N 1.76683 2.77328 2.84390
C 2.66151 1.37919 1.01379
C 3.96845 1.84471 1.03351
N 4.88288 1.38608 0.18847
C 4.49195 0.44767 -0.66889
C 3.18993 -0.02188 -0.69606
N 2.26715 0.45648 0.14047
H 0.38081 3.41068 4.20704
H -1.24219 1.63307 3.27466
H 4.26331 2.59703 1.75605
H 5.23315 0.05458 -1.35318
H 2.88295 -0.79877 -1.38303
Cl -0.87764 -6.74591 3.48483
C -0.91080 -5.22965 2.64169
C 0.15011 -4.35562 2.76661
C 0.08598 -3.16384 2.07384
Cl 1.41473 -2.01822 2.18537
C -0.97874 -2.77812 1.25780
O -1.00274 -1.62851 0.61621
C -2.01792 -3.70596 1.16261
Cl -3.37116 -3.32481 0.14140
C -1.99369 -4.91134 1.83814
H 1.00288 -4.60120 3.38502
H -2.81658 -5.60549 1.73511
```

Values from the calculation:
Energy relative to the best compared isomer or geometry (same formula, charge and spin) ... 0.0921 eV
Gap between HOMO and LUMO (spin up / spin down) ... 6.6 / 6.6 eV
Total charge ... +1
E_LUMO (spin up / spin down) ... -0.133 / -0.140 Eh
Molecular weight ... 575.9 g mol⁻¹
2S+1 ... 5

Atomic partial charges in e from the natural (NBO) method, atoms 1 to 8:
1 Cr 1.09
2 C -0.53
3 C -0.53
4 S 0.27
5 C -0.53
6 C -0.54
7 S 0.28
8 C -0.55

---

The following is a DFT calculation (the ωB97M-V functional and the def2-TZVPD basis) of a cluster of 2 separate species, C3H12N4O in total at a distorted geometry.

The geometry in XYZ format:
```
20
Properties=species:S:1:pos:R:3
H -1.54111 -0.63853 1.54898
N -1.47651 0.37521 1.60739
C -1.55792 0.96089 0.48923
N -1.54868 0.37972 -0.80113
C -1.88438 -1.03126 -0.97067
H -1.38893 2.03216 0.44940
H -1.84945 0.98151 -1.55720
H -2.67114 -1.37199 -0.29635
H -0.97202 -1.60440 -0.78436
H -2.21355 -1.20412 -1.99220
N 1.53778 0.48136 1.41594
C 1.35121 0.13647 0.02732
N 2.51132 0.62259 -0.67798
O 1.22697 -1.28808 -0.03481
H 0.65041 0.40212 1.91202
H 1.86308 1.43647 1.50200
H 0.29093 0.42665 -0.63216
H 3.35690 0.27513 -0.22784
H 2.52126 0.28990 -1.63403
H 1.79380 -1.66179 0.65645
```

Values from the calculation:
Energy relative to the best compared isomer or geometry (same formula, charge and spin) ... 1.7842 eV
Gap between HOMO and LUMO ... 9.6 eV
Total charge ... 0
E_LUMO ... 0.032 Eh
SMILES ... [H]/N=C\NC.NC(N)O
Molecular weight ... 120.2 g mol⁻¹

Atomic partial charges in e from the natural (NBO) method, atoms 1 to 8:
1 H 0.34
2 N -0.72
3 C 0.30
4 N -0.64
5 C -0.44
6 H 0.17
7 H 0.40
8 H 0.19

---

The following is a DFT calculation (the ωB97M-V functional and the def2-TZVPD basis) of the ion C6H11N2O with charge +1 at a distorted geometry.

The geometry in XYZ format:
```
20
Properties=species:S:1:pos:R:3
C -1.99648 0.93063 -0.03108
C -2.33984 -0.48245 0.08860
C -0.82017 1.50031 -0.28378
C -1.50522 -1.47754 0.07322
C 0.56597 0.93875 -0.51879
C 0.79435 -0.51432 -0.17738
N 1.59453 -1.27045 -1.02390
N 1.24541 -0.65432 1.24292
O 1.50069 1.66305 0.28502
H -2.83905 1.59561 0.08722
H -3.40833 -0.66997 0.20220
H -0.80554 2.58183 -0.34809
H -1.46695 -2.53774 0.12628
H 0.79993 1.08259 -1.58615
H 1.53557 -1.03016 -2.00127
H 1.57951 -2.27136 -0.88018
H 2.27377 -0.55820 1.28734
H 0.96040 -1.54957 1.65170
H 0.84097 0.12978 1.77259
H 1.49047 2.59354 0.03353
```

Values from the calculation:
Energy relative to the best compared isomer or geometry (same formula, charge and spin) ... 4.7081 eV
Gap between HOMO and LUMO (spin up / spin down) ... 8.5 / 8.5 eV
Total charge ... +1
E_LUMO (spin up / spin down) ... -0.136 / -0.138 Eh
Molecular weight ... 127.2 g mol⁻¹

Atomic partial charges in e from the natural (NBO) method, atoms 1 to 8:
1 C -0.19
2 C -0.32
3 C -0.18
4 C -0.11
5 C -0.02
6 C 0.32
7 N -0.83
8 N -0.72

---

The following is a DFT calculation (the ωB97M-V functional and the def2-TZVPD basis) of a cluster of 15 separate species, C3H36NO15S2 in total at a distorted geometry.

The geometry in XYZ format:
```
57
Properties=species:S:1:pos:R:3
N 0.15642 -0.92533 -2.15448
C 0.03724 -0.80274 -0.65902
C -1.07833 -1.77110 -0.22733
O -1.52378 -2.56185 -1.00136
C -0.24952 0.62352 -0.27620
S 0.17961 0.90148 1.49854
S -1.30136 1.85971 2.45937
H -0.78338 -0.74882 -2.62781
H 0.85738 -0.25294 -2.51186
H 0.43203 -1.86788 -2.33039
H 0.97836 -1.18393 -0.19322
H -1.41314 -1.73967 0.78268
H 0.40017 1.32185 -0.87640
H -1.26602 0.93537 -0.51613
H -2.19341 0.90356 2.86298
H -1.68480 2.54596 -2.34633
H -1.48802 3.70550 -1.36338
O -1.08913 2.92484 -1.67355
H 4.39240 -2.02952 0.75410
H 2.95822 -2.01787 1.43007
O 3.43234 -1.81597 0.60375
H -3.76203 -1.44890 2.72565
H -2.24763 -1.64664 2.54297
O -3.01676 -1.07148 2.35130
H 2.34366 -3.72507 -1.65550
H 2.60143 -2.62744 -0.64842
O 1.88646 -3.06934 -1.17644
H 0.84441 -3.61631 0.11819
H 1.33037 -4.20718 1.46295
O 0.53524 -3.97101 0.96764
H 0.56692 3.06509 -2.23476
H 1.98701 2.98909 -1.64791
O 1.50488 3.01313 -2.42375
H -2.82931 -0.11590 -1.60120
H -3.08691 -0.47454 -3.11426
O -2.45301 -0.07393 -2.55290
H 3.77031 3.43818 -0.35739
H 2.56785 3.33537 0.57469
O 2.98279 2.92600 -0.19755
H -2.27258 5.22930 0.27580
H -2.09962 6.00188 -1.05370
O -2.27604 5.10755 -0.68328
H -3.82457 0.81838 0.12751
H -3.34659 -0.50876 0.78765
O -3.49299 -0.04228 -0.07539
H -1.19263 -3.44014 3.41036
H -0.55474 -3.25863 2.04940
O -0.94696 -2.75134 2.82014
H 2.37814 -2.20070 3.66666
H 1.09092 -2.24620 2.78570
O 2.05473 -2.48095 2.80178
H 1.76108 1.56782 -3.16041
H 2.66494 0.41396 -2.74352
O 1.96927 0.55375 -3.37910
H 2.92234 1.23282 -0.50317
H 3.13082 -0.29757 -0.22602
O 2.76587 0.33172 -0.87072
```

Values from the calculation:
Energy relative to the best compared isomer or geometry (same formula, charge and spin) ... 0.0000 eV
Gap between HOMO and LUMO ... 9.4 eV
Total charge ... +1
E_LUMO ... -0.086 Eh
Molecular weight ... 390.4 g mol⁻¹

Atomic partial charges in e from the natural (NBO) method, atoms 1 to 8:
1 N -0.73
2 C -0.18
3 C 0.43
4 O -0.52
5 C -0.57
6 S 0.06
7 S -0.14
8 H 0.47